DFT (the ωB97M-V functional and the def2-TZVPD basis) results for a molecular structure, C19H29N4O3W.

The value obtained for the orbital gap (alpha / beta) is 5.8 / 5.9 eV. For the electronic energy, the calculation gives -34071.047 eV.

Structure (ORCA input):
```
! wB97M-V def2-TZVPD RIJCOSX def2/J DEFGRID3
* xyz 3 1
W 0.402 0.757 0.526
C -3.125 0.346 3.450
C -2.222 1.475 2.955
C -2.194 2.657 3.932
C -0.815 0.987 2.669
C -0.517 -0.357 2.377
C 0.845 -0.804 2.273
C 1.921 0.076 2.387
C 3.341 -0.390 2.479
C 1.606 1.470 2.371
C 0.269 1.897 2.538
H -4.094 0.758 3.724
H -2.715 -0.138 4.339
H -3.314 -0.411 2.688
H -2.611 1.836 1.993
H -1.678 2.404 4.860
H -3.218 2.920 4.192
H -1.746 3.556 3.508
H -1.306 -1.094 2.364
H 1.033 -1.866 2.177
H 3.892 -0.196 1.562
H 3.385 -1.453 2.701
H 3.829 0.161 3.285
H 2.407 2.199 2.363
H 0.074 2.961 2.596
C 3.158 2.274 -2.686
C 2.072 1.921 -1.734
N 2.118 0.990 -0.834
O 3.224 0.216 -0.680
C 0.727 2.615 -1.782
C 0.239 3.516 -2.846
N 0.099 2.225 -0.739
O -1.088 2.039 -0.182
H 4.158 2.140 -2.270
H 3.076 3.322 -2.974
H 3.065 1.671 -3.595
H 3.879 0.443 -1.367
H 0.605 3.198 -3.822
H 0.625 4.525 -2.660
H -0.848 3.560 -2.851
N -0.261 -0.627 -0.794
C -0.615 -1.467 -1.545
N -0.985 -2.358 -2.357
C -0.011 -3.171 -3.180
C -0.208 -4.629 -2.811
O -1.549 -5.008 -3.003
C -2.421 -4.327 -2.130
C -2.418 -2.842 -2.437
H 0.994 -2.806 -2.981
H -0.276 -2.982 -4.220
H 0.102 -4.817 -1.775
H 0.405 -5.244 -3.468
H -2.145 -4.515 -1.085
H -3.423 -4.719 -2.294
H -3.018 -2.250 -1.748
H -2.731 -2.643 -3.461
*
```

Here are the Löwdin charges for atoms 1 to 8, given in e: 1.732, -0.039, -0.349, -0.027, -0.205, -0.081, -0.071, -0.287


DFT (the ωB97M-V functional and the def2-TZVPD basis) results for 3 unconnected molecules or ions with the total composition C19H29NO7.

As for the SMILES: [H]/N=C(/C)C[C@H]1OC(=O)O[C@H]1OC(=O)c1ccccc1.CC(C)O.CC(C)O. The relative energy (zero: lowest compared OMol25 entry of this formula, charge and spin) comes out at 0.0 kcal/mol. The value obtained for the orbital gap is 9.8 eV. For the electronic energy, the calculation gives -35995.334 eV.

Structure (ORCA input):
```
! wB97M-V def2-TZVPD RIJCOSX def2/J DEFGRID3
* xyz 0 1
C 5.654 1.166 0.634
C 4.458 0.444 0.085
N 3.740 1.056 -0.766
C 4.208 -0.935 0.645
C 3.613 -1.919 -0.342
O 3.873 -3.297 -0.066
C 2.792 -3.995 -0.488
O 2.487 -5.070 -0.150
O 2.089 -3.181 -1.356
C 2.119 -1.925 -0.665
O 1.252 -2.122 0.421
C 0.981 -1.017 1.226
O 1.469 -0.977 2.312
C 0.029 0.028 0.777
C -0.657 0.715 1.784
C -1.547 1.725 1.455
C -1.792 2.078 0.133
C -1.128 1.381 -0.872
C -0.231 0.372 -0.548
H 5.938 1.937 -0.071
H 6.491 0.487 0.767
H 5.387 1.627 1.582
H 2.941 0.483 -1.035
H 3.645 -0.876 1.573
H 5.175 -1.343 0.935
H 4.107 -1.706 -1.295
H 1.826 -1.203 -1.415
H -0.505 0.462 2.819
H -2.070 2.264 2.231
H -2.470 2.874 -0.133
H -1.301 1.615 -1.911
H 0.243 -0.143 -1.366
C -5.038 6.100 -2.051
C -3.942 5.639 -1.103
C -2.859 6.695 -0.946
O -3.370 4.416 -1.573
H -4.627 6.287 -3.046
H -5.804 5.332 -2.153
H -5.509 7.017 -1.694
H -4.375 5.413 -0.127
H -2.383 6.900 -1.909
H -2.080 6.348 -0.266
H -3.269 7.629 -0.559
H -2.979 4.587 -2.437
C -1.582 -4.643 2.042
C -1.891 -5.249 0.681
C -0.916 -6.364 0.339
O -1.843 -4.235 -0.324
H -0.577 -4.211 2.047
H -2.285 -3.841 2.272
H -1.638 -5.393 2.833
H -2.911 -5.634 0.676
H 0.099 -5.965 0.295
H -1.142 -6.786 -0.641
H -0.947 -7.166 1.079
H -0.946 -3.882 -0.338
*
```

Here are the Löwdin charges for atoms 1 to 8, given in e: -0.041, -0.409, 0.165, -0.060, -0.211, 0.118, -0.537, 0.215


DFT (the ωB97M-V functional and the def2-TZVPD basis) results for a molecular structure, C19H30BCoF2N8S.

The relative energy (zero: lowest compared OMol25 entry of this formula, charge and spin) comes out at 8.9 kcal/mol. The value obtained for the orbital gap (alpha / beta) is 6.8 / 6.6 eV. For the electronic energy, the calculation gives -86683.609 eV.

Structure (ORCA input):
```
! wB97M-V def2-TZVPD RIJCOSX def2/J DEFGRID3
* xyz 1 2
Co -0.088 0.535 0.495
C 3.474 -1.506 -0.025
C 2.092 -1.032 0.278
N 1.750 0.222 0.290
C 2.607 1.279 -0.197
C 1.706 2.273 -0.942
N 0.411 2.478 -0.245
C 0.434 3.550 0.768
C 0.833 3.019 2.141
N 0.014 1.857 2.466
C -1.378 2.173 2.828
C -2.353 1.686 1.715
N -1.864 0.492 1.057
C -2.302 -0.795 1.666
C -3.759 -1.161 1.307
C -1.276 -1.830 1.232
C -1.365 -3.209 1.257
C -0.227 -3.948 0.916
C 0.960 -3.316 0.611
C 1.003 -1.922 0.605
N -0.130 -1.243 0.893
H 4.212 -0.817 0.380
H 3.627 -1.584 -1.104
H 3.643 -2.487 0.416
H 3.367 0.904 -0.887
H 3.128 1.768 0.631
H 1.483 1.843 -1.917
H 2.224 3.224 -1.091
H -0.259 2.748 -0.955
H -0.568 3.977 0.830
H 1.117 4.353 0.474
H 0.719 3.826 2.874
H 1.878 2.712 2.137
H 0.451 1.317 3.198
H -1.499 3.250 2.977
H -1.627 1.699 3.778
H -2.447 2.476 0.962
H -3.349 1.533 2.150
H -4.073 -0.600 0.429
H -4.446 -0.929 2.121
H -3.857 -2.223 1.081
H -2.279 -3.711 1.539
H -0.288 -5.028 0.906
H 1.845 -3.885 0.360
F -3.074 -0.706 4.122
B -2.081 -0.729 3.248
F -0.855 -0.668 3.768
C 2.348 -0.869 -4.859
C 1.264 -1.843 -4.386
C 0.297 -1.176 -3.461
N 0.624 -0.607 -2.358
N -0.418 -0.041 -1.683
C -1.564 -0.203 -2.283
N -2.711 0.287 -1.773
S -1.429 -1.068 -3.787
H 3.071 -1.385 -5.490
H 2.871 -0.447 -4.002
H 1.912 -0.052 -5.434
H 1.728 -2.673 -3.850
H 0.732 -2.260 -5.241
H -2.672 0.484 -0.770
H -3.586 -0.011 -2.167
*
```

Here are the Löwdin charges for atoms 1 to 8, given in e: 0.490, 0.009, -0.240, 0.006, -0.154, -0.157, -0.084, -0.166


DFT (the ωB97M-V functional and the def2-TZVPD basis) results for a molecular structure, C19H30BeCl4CsF3LiNO7.

The value obtained for the orbital gap is 2.5 eV. For the electronic energy, the calculation gives -95387.106 eV.

Structure (ORCA input):
```
! wB97M-V def2-TZVPD RIJCOSX def2/J DEFGRID3
* xyz 0 1
C -3.265 0.962 -3.886
C -1.810 0.621 -3.437
Cl -1.080 -0.921 -4.037
C -1.115 1.437 -2.613
Cl 0.575 0.973 -2.170
C -1.642 2.755 -2.027
C -1.355 3.968 -2.813
C -1.804 5.275 -2.339
C -2.519 5.325 -1.035
C -2.738 4.071 -0.338
N -2.329 2.830 -0.824
C -2.595 1.628 -0.008
C -4.113 1.291 0.252
C -5.119 1.769 -0.850
F -4.197 -0.164 0.261
H -3.500 0.308 -4.772
H -3.952 0.658 -3.062
H -3.363 2.033 -4.192
H -0.814 3.931 -3.786
H -1.637 6.242 -2.860
H -2.906 6.252 -0.560
H -3.252 4.066 0.645
H -2.100 0.699 -0.380
H -2.145 1.833 1.007
H -4.407 1.640 1.328
H -5.274 1.049 -1.692
H -4.898 2.770 -1.292
H -6.125 1.870 -0.341
F 1.385 -1.031 -1.350
O 3.931 3.197 0.395
C 3.846 2.288 -0.483
C 4.215 0.796 0.232
O 4.139 -0.096 -0.662
H 4.521 2.365 -1.354
H 2.865 2.119 -0.955
H 3.530 0.714 1.093
H 5.190 0.942 0.726
C -2.244 -4.154 1.517
C -3.183 -3.642 2.599
C -4.605 -4.132 2.357
O -3.178 -2.240 2.613
H -2.562 -3.790 0.526
H -1.228 -3.789 1.681
H -2.222 -5.249 1.496
H -2.832 -3.977 3.578
H -4.987 -3.766 1.398
H -5.280 -3.757 3.129
H -4.643 -5.226 2.358
H -3.490 -1.945 1.742
C 7.138 -1.811 1.033
C 6.728 -3.051 1.758
O 6.569 -2.627 3.081
C 6.202 -1.300 2.997
O 5.731 -0.686 3.882
O 6.450 -0.801 1.753
F 7.727 -3.982 1.728
H 8.214 -1.626 1.086
H 6.834 -1.820 -0.019
H 5.792 -3.493 1.397
Cs 7.183 -4.849 0.043
Li -5.435 -6.389 1.647
Cl -3.711 0.870 2.852
Be -2.824 -4.871 -1.006
O 9.408 0.065 0.916
H 8.633 0.635 1.014
H 9.968 0.307 1.664
Cl -4.123 4.496 -2.668
*
```

Here are the Löwdin charges for atoms 1 to 8, given in e: -0.088, -0.655, 0.565, -0.591, 0.693, -0.202, -0.071, -0.176


Q: Which of these has the lowest electronic energy?
A: C19H30BeCl4CsF3LiNO7


Q: Which formula does entry 4 have?
A: C19H30BeCl4CsF3LiNO7